No. 1
{"formula": "C17H12ClI2N2O9RhS", "method": "wB97M-V/def2-TZVPD", "relative_energy_kj_mol": 0.0, "homo_lumo_gap_ev": [7.658, 5.715], "homo_energy_ev": [-9.1, -9.3], "multiplicity": 5, "max_force_ha_per_bohr": 0.0113, "energy_ev": -81788.774, "species": ["Rh", "I", "C", "C", "C", "I", "C", "C", "C", "C", "N", "C", "C", "O", "H", "H", "H", "H", "O", "Cl", "O", "O", "O", "C", "O", "H", "H", "H", "H", "O", "S", "O", "N", "C", "O", "C", "C", "C", "C", "C", "C", "H", "H", "H", "H"], "xyz": [[-0.521, -0.189, -0.689], [-1.053, 0.555, 4.695], [-2.251, 1.235, 3.169], [-3.445, 1.889, 3.424], [-4.264, 2.328, 2.395], [-6.034, 3.270, 2.906], [-3.904, 2.140, 1.015], [-4.673, 2.539, -0.088], [-4.220, 2.287, -1.358], [-2.993, 1.644, -1.528], [-2.247, 1.277, -0.500], [-2.695, 1.493, 0.742], [-1.832, 0.978, 1.815], [-0.807, 0.348, 1.532], [-3.747, 2.051, 4.449], [-5.623, 3.034, 0.067], [-4.798, 2.571, -2.225], [-2.607, 1.420, -2.514], [-3.143, -1.514, 0.768], [-2.403, -2.240, -0.226], [-2.964, -3.513, -0.480], [-2.339, -1.439, -1.461], [-0.995, -2.353, 0.190], [1.955, 1.726, 0.574], [1.093, 1.469, -0.546], [2.325, 2.749, 0.531], [2.804, 1.043, 0.574], [1.361, 1.583, 1.473], [1.637, 1.433, -1.356], [4.713, 1.114, -1.126], [4.391, 0.086, -2.081], [5.232, -0.066, -3.229], [2.810, 0.243, -2.510], [2.099, -0.759, -2.056], [0.837, -0.842, -2.178], [2.864, -1.800, -1.302], [2.383, -2.955, -0.711], [3.297, -3.762, -0.042], [4.645, -3.416, 0.024], [5.120, -2.254, -0.577], [4.199, -1.466, -1.233], [1.334, -3.214, -0.779], [2.958, -4.673, 0.432], [5.334, -4.063, 0.551], [6.166, -1.982, -0.532]], "nbo_charge": [1.40, 0.29, -0.20, -0.29, -0.06, 0.25, -0.15, -0.10, -0.23, 0.11, -0.45, 0.13, 0.49, -0.56, 0.25, 0.24, 0.24, 0.23, -0.84, 2.53, -0.77, -0.87, -0.86, -0.25, -0.78, 0.19, 0.20, 0.19, 0.52, -0.95, 2.29, -0.92, -0.85, 0.63, -0.77, -0.18, -0.17, -0.20, -0.19, -0.21, -0.23, 0.25, 0.22, 0.22, 0.23]}



No. 2
{"formula": "C6H13N3O2", "method": "wB97M-V/def2-TZVPD", "relative_energy_kj_mol": 597.1, "homo_lumo_gap_ev": 8.996, "homo_energy_ev": -8.2, "smiles": "C/C=N\\N(C)C/C(C)=[N+](/[O-])O", "max_force_ha_per_bohr": 0.0920, "energy_ev": -14991.863, "species": ["C", "C", "N", "N", "C", "C", "C", "C", "N", "O", "O", "H", "H", "H", "H", "H", "H", "H", "H", "H", "H", "H", "H", "H"], "xyz": [[0.968, 1.420, 1.574], [-0.293, 0.738, 2.065], [-1.253, 0.188, 1.490], [-1.565, 0.080, 0.165], [-2.699, -0.710, -0.246], [-0.601, 0.390, -0.953], [0.753, -0.229, -0.825], [1.949, 0.471, -1.466], [1.085, -1.396, -0.417], [2.148, -1.885, -0.243], [-0.057, -2.230, -0.146], [0.731, 2.243, 1.003], [1.406, 0.823, 0.882], [1.481, 1.602, 2.441], [-0.242, 0.643, 3.171], [-3.376, -0.238, -0.942], [-2.629, -1.748, -0.596], [-3.318, -0.858, 0.605], [-0.387, 1.402, -1.217], [-1.048, -0.063, -1.829], [1.978, 1.493, -1.090], [1.693, 0.749, -2.501], [2.920, 0.045, -1.318], [0.356, -2.930, 0.393]], "nbo_charge": [-0.68, 0.04, -0.23, -0.26, -0.42, -0.27, 0.11, -0.66, 0.38, -0.49, -0.58, 0.21, 0.22, 0.22, 0.17, 0.19, 0.19, 0.23, 0.21, 0.23, 0.21, 0.22, 0.26, 0.48]}



No. 3
{"formula": "C4H7NO", "method": "wB97M-V/def2-TZVPD", "relative_energy_kj_mol": 367.1, "homo_lumo_gap_ev": 10.129, "homo_energy_ev": -9.0, "smiles": "O=CNC1CC1", "max_force_ha_per_bohr": 0.0710, "energy_ev": -7795.839, "species": ["O", "C", "N", "C", "C", "C", "H", "H", "H", "H", "H", "H", "H"], "xyz": [[2.794, -1.341, -0.179], [1.704, -0.861, -0.596], [1.062, 0.039, 0.214], [-0.158, 0.771, 0.045], [-1.348, 0.396, 0.890], [-1.326, 0.075, -0.577], [2.046, -1.570, -1.403], [1.601, 0.206, 1.070], [-0.029, 1.830, -0.178], [-1.217, -0.427, 1.587], [-2.000, 1.192, 1.243], [-1.956, 0.650, -1.248], [-1.175, -0.960, -0.869]], "nbo_charge": [-0.68, 0.34, -0.61, -0.07, -0.42, -0.42, 0.35, 0.41, 0.20, 0.22, 0.22, 0.22, 0.23]}